No. 1
{
  "formula": "C35H28BrN8OSeW",
  "method": "ωB97M-V/def2-TZVPD",
  "e_lumo_ev": [-8.919, -9.295],
  "homo_lumo_gap_ha": [0.207, 0.193],
  "e_above_lowest_kj_mol": 180.97,
  "multiplicity": 3,
  "e_homo_ev": [-14.56, -14.54],
  "total_charge": 3,
  "species": ["W", "C", "C", "C", "C", "N", "C", "C", "C", "C", "C", "C", "N", "C", "C", "C", "C", "C", "N", "H", "H", "H", "H", "H", "H", "H", "H", "H", "H", "H", "Br", "C", "C", "C", "C", "C", "C", "N", "N", "C", "C", "C", "C", "O", "C", "N", "C", "C", "C", "C", "H", "H", "H", "H", "H", "H", "H", "H", "H", "C", "N", "C", "C", "N", "C", "C", "Se", "H", "H", "H", "H", "H", "H", "H", "H"],
  "xyz": [[0.593648, 0.201617, 1.781607], [-0.497092, -3.500349, -0.394076], [0.643068, -3.728486, -1.159984], [1.764486, -2.960280, -0.922615], [1.721428, -1.979200, 0.060459], [0.590440, -1.714008, 0.767892], [-0.487093, -2.485015, 0.534913], [2.864428, -1.215083, 0.525526], [4.174329, -1.340919, 0.094968], [5.173238, -0.637948, 0.752985], [4.855463, 0.070142, 1.903194], [3.533175, 0.133946, 2.309742], [2.534541, -0.398749, 1.560585], [3.023279, 0.620989, 3.579761], [3.811270, 1.040146, 4.643354], [3.214217, 1.291820, 5.861747], [1.837200, 1.123734, 5.978005], [1.111033, 0.759675, 4.870112], [1.673536, 0.504280, 3.672913], [-1.381939, -4.108773, -0.515548], [0.658208, -4.507226, -1.910285], [2.676252, -3.136383, -1.475773], [-1.366022, -2.270163, 1.125595], [4.419138, -1.992254, -0.731619], [6.196228, -0.689175, 0.406953], [5.631386, 0.547476, 2.484374], [4.878711, 1.144458, 4.513513], [3.804927, 1.603283, 6.712459], [1.337240, 1.286245, 6.921878], [0.035940, 0.682388, 4.938140], [-3.451065, -4.522709, -8.124714], [-2.636349, -3.018762, -7.371793], [-2.188632, -3.083439, -6.042881], [-1.613306, -1.984690, -5.462847], [-1.505420, -0.784887, -6.202177], [-1.912915, -0.748512, -7.548863], [-2.474488, -1.859422, -8.130429], [-1.009831, 0.377891, -5.690213], [-0.603942, 0.725349, -4.616668], [-0.814846, 0.580091, -3.293459], [-2.055765, 0.222292, -2.734328], [-2.234485, 0.121197, -1.371151], [-1.162502, 0.337670, -0.498586], [-1.221548, 0.210648, 0.795726], [0.087235, 0.759685, -1.043950], [1.063062, 1.019181, -0.123204], [2.165298, 1.626241, -0.546091], [2.381923, 1.937612, -1.889685], [1.453698, 1.577375, -2.838040], [0.261685, 0.964523, -2.419457], [-2.314371, -4.001767, -5.486857], [-1.251516, -2.025488, -4.443692], [-1.775857, 0.166455, -8.110256], [-2.797775, -1.837930, -9.161398], [-2.893366, 0.047866, -3.398830], [-3.204939, -0.132605, -0.965953], [2.901568, 1.878890, 0.206130], [3.286291, 2.457664, -2.171707], [1.613345, 1.795706, -3.885696], [-2.077266, -0.338630, 3.530293], [-2.650777, 0.989797, 3.477278], [-3.957467, 1.225361, 3.872472], [-4.183485, 2.544247, 3.721569], [-3.025838, 3.106264, 3.230606], [-2.860666, 4.523532, 2.937350], [-2.091750, 2.155484, 3.082059], [-0.345431, 2.509295, 2.492354], [-2.701286, -1.026995, 2.964379], [-2.014668, -0.684477, 4.561458], [-1.071522, -0.361498, 3.090556], [-4.611246, 0.443092, 4.217265], [-5.070291, 3.121099, 3.918759], [-2.571916, 5.069760, 3.834298], [-3.798455, 4.923064, 2.561836], [-2.083788, 4.648316, 2.187738]],
  "forces_ev_per_a": [[-0.384, 0.382, 0.664], [0.124, -0.076, -0.098], [-0.130, 0.025, 0.075], [0.106, 0.048, 0.065], [-0.243, -0.278, -0.050], [0.254, -0.221, -0.685], [-0.083, 0.005, 0.137], [0.144, 0.144, 0.063], [-0.036, 0.023, 0.035], [-0.036, -0.001, 0.027], [-0.024, 0.007, -0.015], [-0.058, 0.065, -0.219], [1.118, -0.683, -0.131], [-0.119, 0.085, 0.214], [-0.031, -0.014, -0.183], [-0.110, -0.004, 0.009], [0.178, -0.023, 0.077], [-0.159, 0.089, 0.008], [0.137, 0.044, 0.196], [-0.017, 0.024, 0.023], [0.017, -0.016, 0.017], [0.005, 0.010, 0.015], [-0.006, 0.053, -0.031], [-0.012, 0.005, -0.004], [0.009, -0.024, 0.027], [-0.006, -0.025, 0.030], [0.007, -0.007, 0.033], [0.008, 0.004, -0.009], [-0.044, 0.008, -0.027], [0.005, 0.006, -0.087], [0.118, 0.202, 0.072], [-0.024, -0.080, -0.070], [-0.041, -0.062, -0.012], [0.075, 0.315, 0.080], [-0.398, -0.807, -0.229], [0.117, 0.248, 0.178], [-0.096, -0.167, -0.033], [0.232, 0.565, 0.156], [0.135, 0.056, -0.569], [-0.242, -0.115, 0.811], [0.177, 0.083, -0.437], [-0.023, -0.003, 0.339], [-0.084, 0.025, -0.298], [-0.014, -0.365, -0.196], [-0.170, 0.065, -0.377], [-0.098, 0.160, -0.261], [-0.047, -0.165, 0.280], [-0.147, -0.016, -0.346], [0.283, 0.067, 0.096], [-0.112, -0.006, 0.137], [0.042, -0.005, -0.011], [-0.037, -0.029, 0.035], [-0.040, 0.006, 0.005], [-0.003, 0.007, 0.004], [-0.001, -0.068, 0.011], [0.017, -0.019, 0.012], [0.033, -0.035, -0.012], [0.013, -0.006, 0.026], [0.029, -0.001, 0.005], [-0.151, -0.128, 0.151], [0.019, 0.180, -0.100], [-0.154, 0.131, 0.017], [-0.148, -0.180, 0.075], [0.065, -0.137, -0.074], [0.137, 0.295, 0.016], [0.133, -0.241, 0.148], [-0.127, 0.693, 0.008], [0.065, 0.003, -0.072], [0.094, 0.022, -0.002], [-0.246, -0.008, 0.297], [0.055, -0.025, 0.006], [0.039, 0.049, -0.019], [-0.012, -0.071, 0.026], [-0.019, -0.058, -0.013], [-0.058, -0.029, -0.039]]
}

***

No. 2
{
  "formula": "C4H4IN",
  "method": "ωB97M-V/def2-TZVPD",
  "e_lumo_ev": [-1.178, -3.515],
  "homo_lumo_gap_ha": [0.342, 0.196],
  "e_above_lowest_kj_mol": 373.29,
  "multiplicity": 1,
  "e_homo_ev": [-10.48, -8.85],
  "total_charge": 0,
  "species": ["C", "C", "C", "C", "N", "I", "H", "H", "H", "H"],
  "xyz": [[-0.150296, -1.899313, -0.190327], [0.823093, 0.462588, 0.714441], [0.259982, 0.721327, -0.740645], [0.096832, -0.588622, -0.014113], [-0.224468, -3.046274, -0.440697], [-3.110778, 1.090660, 0.381356], [1.901194, 0.367203, 1.001516], [0.266221, 0.975854, 1.470890], [-0.571998, 1.321015, -0.507106], [0.710215, 0.595559, -1.675315]],
  "forces_ev_per_a": [[0.432, -1.832, -0.598], [1.448, -0.877, -0.937], [-0.237, -2.166, 3.244], [-0.070, 2.056, 0.376], [-0.235, 1.078, 0.402], [-0.151, -0.132, 0.125], [-1.005, -0.143, -0.640], [-0.336, 0.370, 0.242], [-0.846, 1.018, -1.118], [0.999, 0.628, -1.097]]
}